Version 1
{"formula": "C9H14N2O2", "method": "ωB97M-V with the def2-TZVPD basis set", "species": ["O", "C", "C", "C", "N", "C", "O", "N", "H", "H", "H", "H", "C", "C", "C", "C", "C", "H", "H", "H", "H", "H", "H", "H", "H", "H", "H"], "coordinates": [[0.638, 2.530, -0.825], [1.125, 1.473, -0.494], [1.718, 1.095, 0.839], [2.155, -0.084, 1.409], [1.586, -1.167, 0.685], [1.224, -1.093, -0.731], [1.224, -2.148, -1.341], [0.922, 0.240, -1.113], [2.150, 1.913, 1.411], [2.471, -0.157, 2.507], [2.452, -2.091, 0.702], [0.237, 0.336, -1.959], [-2.154, -1.419, 0.675], [-1.197, -0.237, 1.304], [-1.905, 1.060, 0.758], [-2.346, 0.718, -0.626], [-2.146, -0.821, -0.663], [-1.609, -2.362, 0.962], [-3.005, -1.402, 1.489], [-0.151, -0.308, 1.015], [-1.087, -0.265, 2.499], [-1.310, 2.004, 0.742], [-2.838, 1.219, 1.303], [-1.454, 1.083, -1.243], [-3.275, 1.404, -1.077], [-1.149, -0.912, -1.181], [-2.728, -1.172, -1.672]], "homo_lumo_gap_ev": 9.60, "smiles": "O=c1cc[nH]c(=O)[nH]1.C1CCCC1", "homo_ha": -0.353}

=====

Version 2
{"formula": "C9H14N2O2", "method": "ωB97M-V with the def2-TZVPD basis set", "species": ["O", "C", "C", "C", "N", "C", "O", "N", "H", "H", "H", "H", "C", "C", "C", "C", "C", "H", "H", "H", "H", "H", "H", "H", "H", "H", "H"], "coordinates": [[-3.873, 0.729, 1.169], [-2.984, 0.038, 0.656], [-2.717, -1.354, 0.949], [-1.580, -1.870, 0.379], [-0.707, -1.139, -0.390], [-0.896, 0.153, -0.831], [-0.119, 0.718, -1.541], [-2.141, 0.634, -0.363], [-3.340, -1.813, 1.717], [-1.281, -2.930, 0.672], [0.163, -1.560, -0.835], [-2.206, 1.627, -0.568], [2.419, -0.757, 0.705], [1.475, 0.197, -0.131], [2.229, 1.421, -0.524], [3.660, 0.882, -0.705], [3.677, 0.087, 0.685], [2.102, -1.000, 1.627], [2.467, -1.715, 0.095], [0.585, 0.624, 0.368], [1.175, -0.439, -1.118], [2.386, 2.227, 0.329], [1.752, 1.942, -1.445], [4.285, 1.830, -0.747], [3.878, 0.222, -1.452], [3.665, 0.718, 1.569], [4.539, -0.566, 0.938]], "homo_lumo_gap_ev": 9.92, "smiles": "O=c1cc[nH]c(=O)[nH]1.C1CCCC1", "homo_ha": -0.349}

=====

According to the calculations, the structures order from most to least stable as version 2, version 1.

=====

Version 1
{"formula": "C2H5N4", "method": "ωB97M-V with the def2-TZVPD basis set", "species": ["C", "C", "N", "N", "N", "N", "H", "H", "H", "H", "H"], "coordinates": [[2.739, -0.805, -0.087], [0.921, 0.866, 0.061], [-3.341, -0.804, -0.336], [-2.378, -0.238, -0.041], [1.985, 0.044, -0.177], [-1.574, 0.561, 0.068], [3.577, -1.524, -0.137], [1.114, 1.210, 1.059], [-0.276, 0.493, -0.047], [-3.824, -1.507, 0.257], [1.057, 1.704, -0.618]], "homo_lumo_gap_ev": 10.00, "charge": 1, "homo_ha": -0.515}

=====

Version 2
{"formula": "C2H5N4", "method": "ωB97M-V with the def2-TZVPD basis set", "species": ["C", "C", "N", "N", "N", "N", "H", "H", "H", "H", "H"], "coordinates": [[-1.108, 0.890, -0.314], [0.750, -0.741, -0.810], [-1.089, 0.478, 0.963], [0.295, 0.305, 0.910], [0.248, 0.669, -0.417], [0.855, -0.934, 0.671], [-1.853, 1.412, -0.933], [-0.016, -1.317, -1.336], [1.731, -0.767, -1.329], [-1.664, 0.779, 1.701], [1.851, -0.775, 0.893]], "homo_lumo_gap_ev": 9.87, "charge": 1, "homo_ha": -0.558}

=====

According to the calculations, the structures order from most to least stable as version 1, version 2.